A cluster of 2 separate species, C14H16F13NO3PS in total at a distorted geometry. Source: the OMol25 dataset; level of theory: wB97M-V/def2-TZVPD.

ORCA input file:
```
! wB97M-V def2-TZVPD RIJCOSX def2/J DEFGRID3
* xyz -1 1
S 5.9458 2.7190 -1.0572
P 4.1525 2.0127 -0.6420
F -2.9742 3.7408 -0.7931
F -1.5925 1.2190 2.7537
F 0.9675 1.8558 0.0526
F -2.8396 0.4253 1.2118
F -0.4494 -0.7507 1.9203
F -0.8389 3.7601 -0.9025
F -0.7854 -0.4591 -0.1677
F 1.1056 1.3601 2.1728
F -2.4281 2.4742 -2.8169
F -0.8338 3.2922 1.4922
F -0.7234 1.4374 -2.0430
F -2.7682 0.8729 -1.4174
F -2.9532 3.0541 1.4978
O 3.7378 2.3703 0.8759
O 3.1376 2.7997 -1.6323
O -1.8835 -4.9885 0.3021
N -3.6555 -3.6467 -0.1469
C 2.5112 -0.2163 -0.8097
C -1.9312 1.8684 -1.7087
C 3.9489 0.2932 -1.0329
C -1.8818 2.9720 -0.6092
C 4.8135 -0.5255 -0.2612
C 0.8978 0.8363 0.9338
C -2.4505 -3.9188 0.3942
C -1.8173 2.5865 0.9239
C 2.0015 -0.1816 0.6564
C -4.3298 -4.6921 -0.8946
C -0.5059 0.2150 0.9606
C 5.6762 -0.2156 0.8098
C -4.2950 -2.3537 -0.0071
C -1.7003 1.1197 1.4119
H -2.0157 -3.0657 0.9415
H -4.4621 -1.9160 -0.9939
H -4.4983 -5.5579 -0.2527
H 5.4637 -0.5313 1.8254
H -5.2828 -4.3229 -1.2655
H 4.3103 3.0575 1.2265
H 2.5613 -1.2705 -1.0825
H 3.6387 3.5278 -2.0112
H 6.5554 0.3896 0.6729
H 1.6708 -1.1816 0.9205
H 4.8025 -1.5782 -0.5722
H -3.7089 -5.0072 -1.7341
H 1.8271 0.2371 -1.5228
H -5.2565 -2.4725 0.4983
H -3.6708 -1.6827 0.5752
H 2.8068 0.0383 1.3477
*
```

The value obtained for the LUMO energy is 2.216 eV. For the molar mass, the calculation gives 556.3 g mol⁻¹. As for the orbital gap: 4.53 eV. Its HOMO energy is -2.31 eV.

=====

A structure of composition C14H16F3NO3RhS3 at a distorted geometry. Source: the OMol25 dataset; level of theory: wB97M-V/def2-TZVPD.

ORCA input file:
```
! wB97M-V def2-TZVPD RIJCOSX def2/J DEFGRID3
* xyz -1 1
Rh -0.3553 -0.1481 -0.8313
S -0.3507 -0.2595 1.5611
S 0.5947 2.3489 -1.0517
S 0.3926 -2.5950 -0.6507
F 4.4104 3.9056 -2.0444
F 4.4125 3.8832 0.1026
F 2.6271 4.3882 -0.9657
O -2.3072 -1.1433 -1.1479
O -4.4880 -1.2849 -0.7563
O -2.2253 1.4393 -1.0124
N 1.9208 0.1750 -1.2155
C 0.4380 -2.8223 1.0502
C 2.9772 -0.6150 -1.1632
C 3.3572 2.0793 -0.9946
C 4.4563 1.2327 -0.9326
C -3.5190 0.9076 -0.7847
C 0.2155 -2.1036 3.4517
C -3.4406 -0.6721 -0.9002
C 3.6521 3.5441 -0.9716
C 0.1331 -1.8568 1.9697
C 2.0672 1.5165 -1.0943
C -4.4724 1.4154 -1.8666
C 4.2685 -0.1390 -0.9938
C 0.8616 -4.2074 1.4532
C -4.0220 1.2675 0.6078
H -4.6088 2.4926 -1.7775
H 1.2335 -2.3634 3.7409
H -5.4286 0.9146 -1.7563
H -4.9674 0.7644 0.7956
H -4.1679 2.3466 0.6934
H 5.1024 -0.8175 -0.9394
H -4.0697 1.1957 -2.8517
H -0.4566 -2.9054 3.7546
H -0.0690 -1.1977 3.9777
H -3.2993 0.9396 1.3558
H -2.0132 2.0796 -0.3211
H 1.8535 -4.4122 1.0508
H 5.4488 1.6508 -0.8339
H 0.1732 -4.9348 1.0245
H 2.7778 -1.6755 -1.2620
H 0.8851 -4.3328 2.5314
*
```

The value obtained for the LUMO energy (alpha / beta) is 1.638 / 1.693 eV. For the molar mass, the calculation gives 502.4 g mol⁻¹. As for the orbital gap (alpha / beta): 5.54 / 5.60 eV. As for the energy above the lowest of the compared OMol25 structures with the same formula, charge and spin: 74.5 kcal per mole. Its HOMO energy (alpha / beta) is -3.90 / -3.91 eV.

=====

A cluster of 2 separate species, C14H16N2O2 in total at a distorted geometry. Source: the OMol25 dataset; level of theory: wB97M-V/def2-TZVPD.

ORCA input file:
```
! wB97M-V def2-TZVPD RIJCOSX def2/J DEFGRID3
* xyz 0 1
O 0.9162 -2.5458 -1.9065
O -1.7035 0.7024 -0.0872
N -0.3676 -0.9458 -0.9610
N -2.6212 -0.7004 -1.6195
C 1.6430 2.1414 0.8276
C 0.2344 1.6900 3.2009
C 2.1097 -1.6525 1.0957
C -1.3509 -2.4183 -2.5863
C 1.4447 0.7944 1.2608
C 1.9607 -0.2999 0.5202
C -0.2037 -1.9811 -1.8046
C -1.5160 -0.2699 -0.8340
C 0.7143 0.6061 2.4751
C 0.4592 2.9998 2.7599
C 1.1714 3.2146 1.5726
C -2.5178 -1.7538 -2.4659
C -3.8663 0.0205 -1.4765
C 2.5045 -0.1248 -0.8403
H 0.0738 3.8466 3.3318
H -3.7328 1.0781 -1.7300
H 2.3169 -1.0382 -1.4231
H -4.6071 -0.4312 -2.1427
H 0.4877 -0.4111 2.8046
H 1.3612 4.2278 1.2179
H 2.1855 2.3175 -0.1065
H -0.3370 1.5025 4.1111
H -3.4205 -2.0115 -3.0235
H 3.1607 -1.8222 1.3791
H 1.4954 -1.8162 1.9803
H -4.2215 -0.0228 -0.4407
H 3.5893 0.0607 -0.8111
H -1.2240 -3.2568 -3.2514
H 2.0192 0.7007 -1.3669
H 1.8425 -2.4011 0.3401
*
```

The value obtained for the LUMO energy is -1.941 eV. For the molar mass, the calculation gives 244.3 g mol⁻¹. As for the orbital gap: 5.67 eV. As for the energy above the lowest of the compared OMol25 structures with the same formula, charge and spin: 64.1 kcal per mole. Its HOMO energy is -7.61 eV.

=====

The molecule C14H16N2O5 at a distorted geometry. Source: the OMol25 dataset; level of theory: wB97M-V/def2-TZVPD.

ORCA input file:
```
! wB97M-V def2-TZVPD RIJCOSX def2/J DEFGRID3
* xyz 0 1
O 0.9010 2.6787 -0.5416
O 2.9827 -1.7517 -0.4495
O 2.2159 0.2559 -1.0644
O 0.1578 1.6858 -2.2960
O -2.1019 2.8322 -0.5904
N -0.7954 -2.0672 1.4538
N 0.2269 1.8530 -1.1040
C -0.3269 -0.2079 0.2501
C -1.3118 -0.8657 1.0368
C 2.0967 -0.9226 -0.4491
C 0.8039 -1.0902 0.2125
C 3.3897 1.8484 -2.4121
C -3.3319 3.4850 -0.3917
C -1.9020 1.6116 -0.0244
C -1.4830 -3.0381 2.2580
C -0.6514 1.0422 -0.2737
C -2.8453 0.9309 0.7515
C 0.4601 -2.2103 0.9565
C -2.5552 -0.3085 1.2820
C 1.2575 -3.4282 1.2341
C 3.4556 0.4939 -1.7342
H 2.1952 -3.3699 0.6904
H 4.3283 2.0455 -2.9220
H -2.2759 -2.5497 2.8201
H -4.1645 2.9062 -0.8037
H 2.5771 1.8635 -3.1335
H -3.2480 4.4277 -0.9292
H -3.8111 1.3694 0.9383
H 0.7137 -4.3204 0.9256
H 1.4737 -3.5105 2.2997
H 3.2094 2.6254 -1.6740
H -3.2979 -0.8234 1.8712
H -3.5119 3.6876 0.6687
H 3.6192 -0.3118 -2.4591
H -0.7900 -3.4986 2.9615
H 4.2628 0.4535 -0.9935
H -1.9232 -3.8217 1.6351
*
```

The value obtained for the LUMO energy is 0.557 eV. For the molar mass, the calculation gives 292.3 g mol⁻¹. As for the orbital gap: 8.80 eV. As for the energy above the lowest of the compared OMol25 structures with the same formula, charge and spin: 58.4 kcal per mole. As for the structure (SMILES): CCOC(=O)c1c(C)n(C)c2ccc(OC)c([N+](=O)[O-])c12. Its HOMO energy is -8.24 eV.

=====

A structure of composition C14H16N2O5 at a distorted geometry. Source: the OMol25 dataset; level of theory: wB97M-V/def2-TZVPD.

ORCA input file:
```
! wB97M-V def2-TZVPD RIJCOSX def2/J DEFGRID3
* xyz 0 1
O 4.7258 3.6747 0.4047
O -2.2507 0.4258 -1.0945
O -3.2963 -2.3685 0.9645
O -0.4461 0.4790 2.2070
O 3.1709 4.7267 -0.9173
N -1.6458 -1.6155 -1.6468
N -1.5946 -0.8220 0.6566
C 0.6429 -2.2642 -1.5026
C 0.3116 1.9869 0.4014
C 3.5679 3.7810 -0.0362
C 1.3698 2.7059 -0.1524
C -1.7932 -0.6247 -0.7016
C -1.0675 -3.8152 -2.6097
C 1.7418 1.3834 2.2662
C 0.4888 1.3001 1.6091
C -0.8042 -2.7929 -1.4722
C -2.5664 -1.4632 1.3122
C 2.7853 2.2034 1.7874
C 2.5896 2.8505 0.5432
C -1.7226 0.2786 1.5813
C -2.7567 -0.5043 2.4579
H -0.5987 1.9522 -0.1646
H 0.8940 -1.7591 -2.4371
H 3.7154 2.3397 2.3604
H 1.3240 -3.0880 -1.3826
H -2.1524 1.2185 1.1654
H -1.8620 -1.3676 -2.5835
H -0.3190 -4.5955 -2.5892
H -2.3819 -0.9576 3.3759
H -3.7626 -0.0938 2.4738
H -0.9975 -3.2886 -0.5063
H 1.8042 0.8172 3.1798
H -2.0823 -4.2876 -2.5024
H 0.7884 -1.5546 -0.6827
H 3.9952 5.2151 -1.0986
H -1.0545 -3.3119 -3.5850
H 1.2396 3.2359 -1.0815
*
```

The value obtained for the LUMO energy is 0.530 eV. For the molar mass, the calculation gives 292.3 g mol⁻¹. As for the orbital gap: 9.55 eV. As for the energy above the lowest of the compared OMol25 structures with the same formula, charge and spin: 5.1 kcal per mole. Its HOMO energy is -9.02 eV.

=====

The molecule C14H16N2S at a distorted geometry. Source: the OMol25 dataset; level of theory: wB97M-V/def2-TZVPD.

ORCA input file:
```
! wB97M-V def2-TZVPD RIJCOSX def2/J DEFGRID3
* xyz 0 1
S 1.0808 -1.2229 1.8531
N 0.4764 0.9928 0.6140
N -1.2423 0.4234 1.9054
C -4.9088 1.7574 -1.0190
C 2.2493 -0.4287 0.7531
C -4.0193 -0.4682 -1.2405
C -0.4409 2.0846 0.3398
C -5.0172 0.4362 -1.5526
C -2.9593 -0.0743 -0.3706
C 5.0685 -2.8278 -0.3758
C 3.6411 -2.3833 -0.0461
C 1.7894 0.7529 0.2324
C -3.8776 2.1420 -0.1701
C -2.8661 1.2130 0.1600
C -0.0472 0.1017 1.4993
C -1.7120 1.5994 1.1044
C 3.6393 -0.9415 0.4549
H 5.1212 -3.8618 -0.7305
H -2.2141 -0.8201 -0.0796
H 5.5197 -2.1948 -1.1471
H 4.2421 -0.9535 1.3530
H -0.0151 3.0421 0.7088
H 5.7234 -2.8097 0.4851
H -5.7004 2.4638 -1.1778
H -5.8178 0.1256 -2.1792
H -2.0233 2.3972 1.7872
H -3.9835 -1.4426 -1.7149
H 2.3366 1.4015 -0.4350
H 3.1792 -3.0785 0.6817
H -0.5768 2.1142 -0.7489
H -3.8035 3.1240 0.2647
H 3.0357 -2.4280 -0.9693
H 4.1224 -0.2359 -0.2400
*
```

The value obtained for the LUMO energy is 0.748 eV. For the molar mass, the calculation gives 244.4 g mol⁻¹. As for the orbital gap: 8.11 eV. As for the energy above the lowest of the compared OMol25 structures with the same formula, charge and spin: 0.0 kcal per mole. As for the structure (SMILES): CCCC1=CN2C[C@@H](c3ccccc3)N=C2S1. Its HOMO energy is -7.36 eV.